Entry 1:
A 16-piece molecular cluster, C24H80O16 overall, computed with wB97M-V/def2-TZVPD.

```
120
Properties=species:S:1:pos:R:3:forces:R:3:lowdin_charge:R:1
H 3.55914 -9.29013 12.13587 0.25 0.25 -0.16 0.09
O -4.51512 -2.65357 16.25019 -0.11 1.09 -1.30 -0.09
C 0.76553 -11.48277 13.79566 1.26 -0.47 -0.88 -0.30
O 4.40179 -7.40034 17.87046 -1.00 -0.38 -0.29 -0.10
H 1.20136 -1.94498 17.31094 -0.26 -0.55 0.20 0.10
O 3.56146 -1.07217 13.89641 0.26 -0.44 0.35 -0.07
H -4.46742 -3.54761 18.63852 -0.01 -0.42 -0.28 0.07
H 5.63917 -4.79131 13.14493 0.04 0.77 -0.35 0.11
H 3.87086 -6.78849 17.35534 -0.20 0.20 -0.19 0.05
H -0.81292 -9.68055 16.60949 -0.26 -0.05 -0.49 0.10
H 0.34008 -3.12687 19.36148 -0.27 0.68 -0.20 0.01
C 1.32739 -4.84348 10.99489 -0.50 -1.72 0.64 -0.08
C -3.34013 -3.24244 16.76682 -1.33 -0.41 1.03 -0.30
H 2.46309 -6.06275 20.42301 -0.38 0.22 -0.12 0.08
C 5.89800 -9.22984 17.85672 0.32 -0.14 -0.48 -0.07
H 3.11377 -6.04611 15.30204 0.67 0.09 -0.44 0.05
H -3.30950 -4.25654 16.36836 0.54 -0.25 0.25 0.10
H 2.27886 -4.31191 10.97949 -0.08 0.03 -0.43 0.06
H 5.16921 -10.01818 18.04504 0.16 -0.07 0.06 0.06
H -0.24589 -11.86710 13.66366 -0.34 0.42 0.06 0.11
C 2.13662 -10.26910 17.05538 -0.23 0.11 0.33 -0.04
H -2.46894 -2.67614 16.43755 -0.18 0.02 -0.15 0.10
H -0.83934 -7.58185 12.79767 -0.13 0.51 -0.21 0.07
H 2.71103 -12.05491 12.90551 -0.09 -0.09 0.12 0.06
H 6.34679 -8.89738 18.79275 -0.51 0.32 0.13 0.08
H 3.99418 -4.34406 12.50479 0.05 -0.04 0.19 0.09
C 2.83335 -2.15793 14.48059 -0.56 0.71 -0.96 -0.29
O 2.89286 -8.01911 20.05117 0.43 -0.83 0.18 -0.11
H -3.32274 -7.30347 19.36621 -0.03 0.09 0.18 0.07
C 4.70709 -5.14426 12.70361 1.29 -1.11 -1.27 -0.29
H 0.20185 -6.38574 9.88334 0.11 -0.28 0.61 0.11
H 1.27416 -7.28900 20.99932 0.26 0.12 0.56 0.08
H 0.46818 -4.20210 10.79868 0.30 0.29 0.23 0.08
H 0.30200 -6.16291 17.47778 0.28 -0.26 -0.11 0.05
O 3.15292 -4.36275 18.49458 0.65 0.12 -0.17 -0.04
H 2.77963 -4.83127 17.74801 -0.08 -0.26 -0.50 0.00
H 2.91669 -2.07376 15.56414 -0.22 0.29 -0.05 0.10
H 5.88014 -6.61334 11.54008 0.10 0.12 0.18 0.08
O 5.15353 -8.96431 13.53502 -0.46 0.72 -0.27 -0.13
C 0.93690 -9.30726 17.25330 1.84 0.05 -0.22 -0.27
H 1.39973 -2.45175 12.86636 0.05 0.08 -0.09 0.06
H 1.97824 -6.71918 9.87856 -0.11 -0.31 0.81 0.10
C 3.76349 -9.14908 13.19722 0.18 -1.04 0.54 -0.13
C 1.20225 -5.95539 9.92927 0.08 1.21 0.23 -0.31
H 2.04330 0.13281 17.85824 -0.13 -0.07 0.14 0.08
H -0.82340 -0.69793 18.76521 -0.25 -0.05 0.53 0.10
O -2.33129 -6.93565 21.83198 -1.23 -2.51 2.21 -0.06
C 1.39413 -2.15141 13.91415 1.05 -0.72 0.82 -0.06
H 1.10350 -5.10928 14.73275 0.46 0.01 -0.28 0.09
O 5.13784 -2.89502 17.21568 0.58 0.15 -0.78 -0.13
O 0.03568 -9.51349 16.19288 -1.15 -0.21 0.08 -0.09
O 0.90782 -10.08166 13.66003 -0.15 0.02 -0.28 -0.11
H -0.71819 -5.36530 16.33115 -0.14 -0.21 -0.34 0.07
H 1.48167 -11.56076 11.74854 -0.01 0.38 0.08 0.07
C 5.80093 -4.02118 16.65575 -0.04 0.47 -0.02 -0.16
H 1.28158 -6.98979 19.36188 0.10 0.69 -0.57 0.05
H 6.36763 -4.56181 17.41383 -0.03 -0.21 0.01 0.08
H 3.42598 -7.72177 19.31023 0.76 -0.43 -0.40 0.02
H 0.43114 -3.85558 20.68533 0.03 -0.06 0.25 0.06
H 4.54360 -6.92189 13.40592 0.30 -0.21 0.18 0.03
O -0.14391 -1.37517 18.73010 -0.65 -0.36 0.73 -0.08
H 4.18407 -6.57504 11.13791 -0.18 0.27 -0.24 0.06
H 1.80701 -11.30802 17.06683 -0.19 -0.05 0.57 0.07
H 3.68223 -1.30249 12.97231 0.08 0.16 -0.13 0.07
H -1.87165 -6.80497 18.51160 0.20 0.22 0.20 0.05
H 3.26743 -3.12832 14.23969 0.30 -0.09 -0.06 0.09
H 6.49036 -3.67684 15.88491 0.19 0.34 0.21 0.07
C 1.21129 -5.87819 15.49777 -0.58 0.39 0.75 -0.28
H -1.78413 -8.87055 13.45423 0.22 -0.09 0.39 0.06
O 0.79847 -3.84275 19.80151 0.05 -0.53 0.13 -0.04
H 0.89893 -1.18465 14.00493 -0.07 -0.19 0.27 0.07
H 0.52924 -4.49982 17.08259 0.58 0.12 -0.25 0.06
H -1.82422 -8.18132 19.63076 0.02 -0.13 -0.16 0.07
H -0.35720 -1.43363 16.67987 -0.14 0.22 -0.11 0.10
H -3.55141 -2.10649 18.56016 0.10 0.16 -0.12 0.07
H 5.28591 -5.21696 10.63010 -0.09 -0.27 -0.32 0.08
H 1.32800 -13.09991 12.43669 0.23 -0.27 0.37 0.07
C -2.24296 -7.18928 19.46163 0.23 0.03 0.80 -0.05
H 5.15279 -4.69736 16.09826 -0.45 -0.23 0.28 0.05
H 6.76698 -9.61165 17.32082 -0.17 -0.43 -0.27 0.07
C 5.30111 -8.10535 17.02682 1.68 0.74 1.40 -0.28
H -2.55069 -7.32634 13.42785 0.24 0.41 -0.33 0.08
H 1.24393 -5.28376 11.98850 -0.15 0.14 0.32 0.06
H 1.33637 0.25865 16.26139 -0.12 0.52 0.00 0.07
O 4.20138 -6.05291 13.62809 -1.36 -0.48 1.21 -0.11
H 4.99592 -8.43312 16.03309 -0.73 0.03 0.18 0.10
O 1.29456 -5.24193 8.73522 0.38 0.30 -1.99 -0.09
H -5.31021 -3.08475 16.57192 0.23 -0.24 0.16 0.08
H 0.94602 -2.97141 14.47529 -0.90 0.23 -0.05 0.05
C 1.09683 0.13589 17.31763 -0.46 -1.00 -0.28 -0.05
H 1.13421 -11.83990 14.75725 -0.10 0.12 0.20 0.10
H 2.91286 -10.09371 17.80022 -0.19 -0.09 0.17 0.06
H 2.41328 -4.22674 19.08674 -0.49 0.20 0.47 -0.01
H -1.79814 -8.82684 11.16238 -0.09 -0.10 -0.16 0.07
H 0.46856 -9.41346 18.23180 0.01 -0.35 0.01 0.12
C -1.86080 -7.95607 12.86606 -0.31 -1.22 0.85 -0.17
H 1.23281 -8.26024 17.18784 0.49 0.03 0.17 0.08
H 3.18189 -8.30835 13.57538 0.18 -0.04 -0.04 0.07
H 3.40095 -10.04846 13.69498 -0.13 0.14 0.03 0.05
H -2.35464 -5.37146 20.71184 0.06 0.50 -0.98 0.10
C 1.64324 -12.08747 12.68905 -0.55 -0.22 -0.33 -0.09
H 2.23751 -5.13546 8.58993 -0.03 0.32 -0.40 0.08
C 0.38503 -1.23689 17.45348 2.00 0.90 -0.95 -0.33
C 1.96925 -7.01023 20.20733 -1.25 -0.06 0.57 -0.20
H 0.45504 0.91135 17.73582 0.05 0.28 -0.38 0.07
H -2.71626 -3.59563 18.87909 0.11 -0.24 -0.13 0.05
H -2.29349 -6.37610 22.61113 0.15 0.14 -0.28 0.10
O 2.51443 -5.95666 16.04662 0.18 -0.03 -0.25 -0.09
C -3.51462 -3.15897 18.27904 0.71 0.24 0.55 -0.09
C 5.03178 -5.94294 11.40242 -0.03 1.01 0.63 -0.06
H 2.63800 -10.23561 16.08811 -0.20 0.79 -0.27 0.06
H 6.09374 -7.36664 16.90782 0.46 -0.14 -0.71 0.11
H 0.81467 -9.66808 14.52136 -0.45 -0.03 0.32 0.03
C 0.32316 -5.47207 16.63494 -1.37 0.17 0.70 -0.07
H 5.68768 -9.68550 13.19417 -0.15 -0.07 -0.10 0.09
C -1.87263 -6.34902 20.70000 0.23 1.80 -1.29 -0.36
H -0.80623 -6.16241 20.82674 0.37 -0.13 -0.71 0.09
H 4.41530 -3.18156 17.77911 -0.25 -0.53 0.27 0.02
H 0.89396 -6.82723 15.06565 0.03 -0.21 0.01 0.11
O -2.45885 -8.32072 11.64081 0.13 0.49 -0.50 -0.11
```
Positions in Å, forces in eV/Å.

Computed properties:
E_HOMO, eV: -9.469
E_LUMO, eV: 0.285

***

Entry 2:
A 2-piece molecular cluster, C3H6O overall, computed with wB97M-V/def2-TZVPD.

```
10
Properties=species:S:1:pos:R:3:forces:R:3:nbo_charge:R:1
H -0.03486 -0.49913 1.52226 0.77 -0.18 0.64 0.21
H 1.11678 1.49833 -0.52585 -0.07 -0.23 -0.72 0.15
H -0.98619 -0.12936 -1.33886 -0.22 -0.23 0.39 0.22
H -1.99936 0.34917 0.01976 -0.30 -0.47 0.04 0.21
C 0.04168 0.02380 0.59024 -0.42 -3.26 -3.50 -0.11
C 1.26285 0.64861 0.16190 0.96 0.98 0.63 0.19
H -1.45067 -1.37658 -0.10798 -0.02 0.39 -0.14 0.23
O 2.34333 0.50245 0.72695 -0.15 0.20 0.02 -0.64
H 0.89221 -0.69062 -0.77499 -0.56 0.85 2.53 0.20
C -1.18576 -0.32668 -0.27344 0.02 1.94 0.11 -0.66
```
Positions in Å, forces in eV/Å.

Computed properties:
E_HOMO, eV: -9.260
E_LUMO, eV: -0.650